Below is C4H11NO2 in the gas phase, with properties calculated with the ωB97M-V functional and the def2-TZVPD basis.

Structure (XYZ):
```
18
Properties=species:S:1:pos:R:3:forces:R:3
N 0.742887 -0.804448 1.064688 0.37 -0.51 -0.15
C -0.414354 -0.314923 0.326859 0.56 1.17 1.60
C -1.198920 0.720217 1.163054 -0.56 -1.13 0.44
O -1.997100 -0.043284 2.085295 0.10 -0.32 -0.09
C 0.052559 0.382834 -0.950700 -0.85 -1.64 -0.18
C 0.813588 -0.561597 -1.883807 0.80 -0.11 0.53
O 2.235677 -0.459745 -1.713479 0.07 0.81 0.07
H 0.566834 -0.970512 2.042906 -0.07 0.03 0.02
H 1.630922 -0.338185 0.914823 -0.39 0.07 -0.05
H -1.099302 -1.168810 0.275733 -0.02 0.17 -0.92
H -1.860021 1.289642 0.524756 -0.15 0.47 -0.22
H -0.532193 1.336377 1.750673 0.36 0.49 -0.22
H -2.448263 0.514591 2.722584 0.10 0.22 -0.09
H 0.696098 1.194571 -0.642399 0.12 0.51 -0.06
H -0.842163 0.757257 -1.448208 0.13 0.27 -0.13
H 0.564484 -0.422338 -2.926252 -0.18 0.22 -0.37
H 0.618031 -1.599107 -1.621868 -0.28 -0.03 -0.03
H 2.471236 0.487462 -1.684658 -0.14 -0.69 -0.16
```
Positions in Å, forces in eV/Å.

## Properties
- energy above the lowest of the compared OMol25 structures with the same formula, charge and spin (kcal/mol) = 36.5
- SMILES = N[C@@H](CO)CCO
- Kohn-Sham gap (eV) = 9.675
- molar mass (g mol⁻¹) = 105.14

Löwdin population analysis, charges in e, atoms 1 to 8:
1. N 0.048
2. C -0.391
3. C -0.222
4. O -0.081
5. C -0.144
6. C -0.243
7. O -0.091
8. H 0.070

---

Below is 2 unconnected molecules or ions with the total composition C4H11NO2, with properties calculated with the ωB97M-V functional and the def2-TZVPD basis.

Structure (XYZ):
```
18
Properties=species:S:1:pos:R:3:forces:R:3
C -1.266068 0.693224 -0.724935 -0.97 0.35 -0.11
C -0.131073 -0.219764 -0.288573 1.03 1.33 -0.42
C 1.055136 0.650799 0.160483 -0.25 -2.14 -0.04
O 1.334336 0.737421 1.337927 0.02 1.01 0.01
N 1.816943 1.138172 -0.873794 0.76 1.29 0.12
C 3.039483 1.890521 -0.465656 -0.68 -2.31 0.75
H -2.025331 0.149394 -1.290485 -0.06 -0.05 0.17
H -1.758302 1.202341 0.104983 -0.03 -0.39 0.29
H -0.986102 1.541774 -1.354115 0.57 -0.35 -0.18
H 0.230912 -0.782321 -1.152470 -0.22 -0.29 0.06
H -0.351879 -0.873222 0.546425 -0.31 -0.11 -0.07
H 1.978179 0.483196 -1.618776 -0.38 0.07 -0.26
H 2.765912 2.847632 -0.047270 0.22 0.32 -0.29
H 3.803954 1.846831 -1.231363 -0.24 0.59 -0.35
H 3.401570 1.240270 0.338055 0.53 0.69 0.32
O -3.948016 -3.951012 2.171051 -0.76 -0.50 0.02
H -4.140644 -4.790241 2.610177 0.54 0.02 0.18
H -4.819009 -3.805016 1.778336 0.22 0.48 -0.21
```
Positions in Å, forces in eV/Å.

## Properties
- energy above the lowest of the compared OMol25 structures with the same formula, charge and spin (kcal/mol) = 21.0
- SMILES = CCC(=O)NC.O
- Kohn-Sham gap (eV) = 10.415
- molar mass (g mol⁻¹) = 105.14

Löwdin population analysis, charges in e, atoms 1 to 8:
1. C -0.108
2. C -0.158
3. C -0.525
4. O 0.065
5. N -0.003
6. C -0.059
7. H 0.068
8. H 0.076